Here is C3H4CrLiO3 as an isolated structure in a non-equilibrium geometry from OMol25. Energies are from ωB97M-V/def2-TZVPD.

Computed properties:
**Molecular weight**: 146.999 Da
**HOMO energy (alpha / beta)**: -12.9 / -13.0 eV
**ΔE to the lowest compared entry with this formula, charge and spin**: 0.0 kcal/mol
**Spin multiplicity**: 5
**Total charge**: +1

CARTESIAN COORDINATES (ANGSTROEM)
O1 -0.5320 -0.7394 0.7821
C1 -1.4669 0.0684 0.3124
C2 0.8785 -0.4772 0.6566
O2 -2.6557 -0.2187 0.4968
O3 -1.1505 1.1374 -0.3395
C3 1.4443 -0.5351 -0.6982
H1 1.3859 -0.9656 1.4936
H2 1.0929 0.7527 1.0330
H3 1.1090 -1.3901 -1.3009
H4 2.5377 -0.4226 -0.6484
Cr1 0.5163 1.4022 -1.2657
Li1 -3.1595 1.3879 -0.5218

Forces on the atoms, in the same order (eV/Å):
O 0.51 -0.22 0.04
C -0.89 -1.38 0.71
C 0.21 4.28 2.13
O 0.50 0.62 -0.32
O 0.04 0.97 -0.56
C -0.53 0.73 -1.21
H -0.34 -0.57 -0.41
H -0.77 -2.92 -0.62
H 0.28 0.23 0.17
H -0.35 -0.11 -0.22
Cr 1.29 -1.16 -0.07
Li 0.06 -0.46 0.37

=====

Here is C3H4CsLiO3 as an isolated structure in a non-equilibrium geometry from OMol25. Energies are from ωB97M-V/def2-TZVPD.

Computed properties:
**Molecular weight**: 227.908 Da
**HOMO energy**: -4.5 eV
**ΔE to the lowest compared entry with this formula, charge and spin**: 46.4 kcal/mol
**Total charge**: 0

CARTESIAN COORDINATES (ANGSTROEM)
O1 0.8059 -0.2097 0.9022
C1 0.1359 -1.2546 0.4198
C2 0.3956 1.1258 0.6119
O2 0.6038 -2.3910 0.6252
O3 -0.9180 -1.0876 -0.2732
C3 0.6923 1.6664 -0.6564
H1 0.3170 1.6850 1.5492
H2 -1.1589 1.3376 0.6611
H3 1.6412 1.3838 -1.1285
H4 0.3240 2.6917 -0.7930
Li1 -1.2592 0.4582 -1.2904
Cs1 -1.5797 -5.4058 -0.6279

Forces on the atoms, in the same order (eV/Å):
O 0.12 1.47 0.46
C -0.87 -1.95 -1.59
C -3.52 0.21 1.02
O 0.28 0.00 0.56
O -0.42 0.53 -0.35
C 0.27 -0.15 -1.76
H 1.12 -0.29 -0.09
H 1.33 -0.82 0.03
H -0.22 0.26 0.29
H 0.40 -0.24 0.02
Li 1.11 0.23 1.18
Cs 0.40 0.76 0.24

=====

Here is C3H4DyO4 as an isolated structure in a non-equilibrium geometry from OMol25. Energies are from ωB97M-V/def2-TZVPD.

Computed properties:
**Molecular weight**: 266.561 Da
**HOMO energy (alpha / beta)**: -5.1 / -7.6 eV
**Spin multiplicity**: 7
**Total charge**: 0

CARTESIAN COORDINATES (ANGSTROEM)
O1 1.5892 -1.1610 -0.8969
C1 1.6894 -0.9597 0.3582
C2 -0.2652 0.1223 -0.7156
O2 2.2243 -1.5783 1.2617
O3 1.7246 0.4257 0.4514
C3 0.4216 1.0020 0.1314
H1 -1.2568 -0.2283 -0.3994
H2 -0.2358 0.2711 -1.7992
H3 0.0361 1.2307 1.1315
Dy1 4.3039 0.1932 -0.2745
O4 -4.6623 0.2418 0.2516
H4 -5.5690 0.4405 0.4996

Forces on the atoms, in the same order (eV/Å):
O -0.58 -2.56 0.63
C 3.23 0.16 -3.64
C -1.86 3.04 -0.59
O -0.49 -0.27 0.58
O 0.36 3.99 1.53
C 0.00 -3.40 1.36
H -0.12 0.69 -0.08
H 1.07 -1.32 0.27
H -0.30 0.09 -0.35
Dy -1.33 -0.42 0.29
O 0.63 -0.14 -0.17
H -0.62 0.14 0.17

=====

Here is C3H4EuMgO4 as an isolated structure in a non-equilibrium geometry from OMol25. Energies are from ωB97M-V/def2-TZVPD.

Computed properties:
**Molecular weight**: 280.330 Da
**HOMO energy (alpha / beta)**: -15.8 / -15.8 eV
**ΔE to the lowest compared entry with this formula, charge and spin**: 0.0 kcal/mol
**Spin multiplicity**: 8
**Total charge**: +2

CARTESIAN COORDINATES (ANGSTROEM)
O1 -1.2227 1.7492 0.4171
C1 -0.9358 0.5351 -0.0607
O2 -1.4833 -0.5772 0.5760
C2 -2.8435 -0.4431 1.0778
Mg1 -2.8080 1.6307 1.4912
H1 1.5363 0.0694 -0.5604
H2 -2.9234 -1.1644 1.9044
H3 -3.5320 -0.7962 0.2864
H4 -0.6559 0.3513 -1.1094
O3 3.1864 -1.3425 -0.9194
C3 2.7606 -0.1588 -0.8061
O4 3.5750 0.7930 -0.9690
Eu1 5.3462 -0.6466 -1.3279

Forces on the atoms, in the same order (eV/Å):
O 2.12 -4.46 -2.55
C -5.19 1.60 3.63
O 2.66 2.43 -3.12
C -1.11 0.13 1.10
Mg -0.48 -0.39 0.33
H 3.54 -0.66 -0.63
H 0.10 0.42 -0.25
H 0.52 0.19 0.21
H 1.08 0.16 0.67
O -1.03 -0.29 0.28
C -1.79 0.33 0.17
O -0.84 0.63 0.26
Eu 0.43 -0.08 -0.10

=====

Here is C3H4EuO3 as an isolated structure in a non-equilibrium geometry from OMol25. Energies are from ωB97M-V/def2-TZVPD.

Computed properties:
**Molecular weight**: 240.026 Da
**HOMO energy (alpha / beta)**: -7.5 / -7.5 eV
**ΔE to the lowest compared entry with this formula, charge and spin**: 46.5 kcal/mol
**Spin multiplicity**: 8
**Total charge**: 0

CARTESIAN COORDINATES (ANGSTROEM)
H1 0.9614 1.1310 1.0734
O1 -2.6352 -0.6698 0.9861
O2 1.4313 -0.8567 0.6815
C1 1.2009 0.4298 0.2412
C2 0.0804 0.5717 -0.7897
O3 -1.2451 0.5116 -0.2369
C3 -1.7330 -0.6888 0.1390
H2 2.0997 0.8445 -0.2691
H3 0.1891 -0.2090 -1.5608
H4 0.1415 1.5554 -1.2744
Eu1 -0.4910 -2.6196 1.0098

Forces on the atoms, in the same order (eV/Å):
H 0.11 -0.18 -0.22
O 0.22 -0.50 -0.19
O -1.70 -1.71 0.45
C -0.07 0.25 -0.07
C -0.06 -0.13 -0.41
O -0.24 0.35 0.12
C 0.75 -0.01 0.31
H -0.15 -0.11 0.17
H 0.00 0.13 0.16
H -0.07 -0.22 0.11
Eu 1.21 2.14 -0.44

=====

Here is one molecule with the formula C3H4F2IN in a non-equilibrium geometry from OMol25. Energies are from ωB97M-V/def2-TZVPD.

Computed properties:
**Molecular weight**: 218.972 Da
**HOMO energy**: -9.9 eV
**SMILES**: [H]/N=C(/C)C(F)(F)I
**ΔE to the lowest compared entry with this formula, charge and spin**: 18.4 kcal/mol
**Total charge**: 0

CARTESIAN COORDINATES (ANGSTROEM)
H1 -0.6874 -1.2044 -1.8559
N1 -1.0557 -0.4844 -1.3442
C1 -0.4158 -0.0195 -0.3809
C2 -0.9257 1.0458 0.5166
C3 1.1831 -0.5629 -0.1007
F1 2.1885 0.2499 -0.4379
F2 1.4421 -1.7757 -0.6662
I1 1.4216 -0.9709 2.0212
H2 -1.3432 0.4563 1.2790
H3 -0.0896 1.6854 0.9832
H4 -1.7180 1.5804 -0.0142

Forces on the atoms, in the same order (eV/Å):
H 1.59 -2.20 -1.43
N -1.85 2.16 1.67
C 3.38 -0.52 -1.19
C 1.66 0.89 -0.26
C -1.49 -0.65 1.14
F -0.62 0.35 -0.51
F -0.62 0.86 -0.54
I -0.09 0.11 0.21
H -0.86 -0.30 1.58
H -1.43 -0.83 -0.92
H 0.33 0.15 0.25

=====

Here is one molecule with the formula C3H4F2O in a non-equilibrium geometry from OMol25. Energies are from ωB97M-V/def2-TZVPD.

Computed properties:
**Molecular weight**: 94.060 Da
**HOMO energy (alpha / beta)**: -8.0 / -7.1 eV
**ΔE to the lowest compared entry with this formula, charge and spin**: 89.6 kcal/mol
**Total charge**: 0

CARTESIAN COORDINATES (ANGSTROEM)
C1 -0.2328 -0.4380 0.8575
C2 -1.2513 -0.3921 -0.3243
C3 0.8700 0.2957 0.1888
O1 1.6392 -0.0968 -0.7297
F1 -2.0145 0.7219 -0.3810
F2 0.7834 1.6503 0.3005
H1 -0.4240 -0.0800 1.9045
H2 0.1436 -1.4428 1.0153
H3 -0.9839 -0.7323 -1.2473
H4 1.4705 0.5142 -1.5844

Forces on the atoms, in the same order (eV/Å):
C 0.21 -0.63 -0.65
C 0.11 1.07 4.59
C -2.59 1.78 3.34
O 1.47 0.66 -5.10
F 0.03 0.16 -0.09
F -0.02 -0.02 -0.25
H -0.51 0.15 -1.44
H -0.28 -0.42 -0.25
H 0.81 -0.93 -2.36
H 0.76 -1.83 2.21

=====

Here is one molecule with the formula C3H4F2O in a non-equilibrium geometry from OMol25. Energies are from ωB97M-V/def2-TZVPD.

Computed properties:
**Molecular weight**: 94.060 Da
**HOMO energy**: -8.9 eV
**SMILES**: COC=C(F)F
**ΔE to the lowest compared entry with this formula, charge and spin**: 40.1 kcal/mol
**Total charge**: 0

CARTESIAN COORDINATES (ANGSTROEM)
C1 -1.6168 0.1792 0.2497
O1 -0.5008 0.1446 -0.5812
C2 0.6021 -0.4623 -0.3437
C3 1.8335 0.1108 -0.1431
F1 1.9768 1.4107 -0.1361
F2 2.9566 -0.5314 0.1035
H1 -2.1530 -0.7892 0.2265
H2 -1.4273 0.5513 1.2638
H3 -2.2929 0.9335 -0.2275
H4 0.6217 -1.5473 -0.4120

Forces on the atoms, in the same order (eV/Å):
C -1.58 0.44 -0.19
O -1.78 2.67 -1.74
C 5.10 -2.05 1.38
C -3.32 -0.81 -0.21
F 0.57 0.70 0.11
F -0.05 -0.01 -0.25
H 0.33 0.32 0.36
H 0.28 -0.40 -0.08
H 0.48 -0.68 0.41
H -0.03 -0.17 0.21

=====

Here is one molecule with the formula C3H4F2O in a non-equilibrium geometry from OMol25. Energies are from ωB97M-V/def2-TZVPD.

Computed properties:
**Molecular weight**: 94.060 Da
**HOMO energy**: -9.4 eV
**SMILES**: COC=C(F)F
**ΔE to the lowest compared entry with this formula, charge and spin**: 41.4 kcal/mol
**Total charge**: 0

CARTESIAN COORDINATES (ANGSTROEM)
C1 -1.0818 -1.1922 1.8116
O1 -1.2852 -0.1875 0.7669
C2 -0.0698 0.4301 0.4819
C3 0.5452 0.4088 -0.7028
F1 0.1518 -0.2851 -1.7838
F2 1.6855 1.0524 -0.7886
H1 -0.4121 -2.0187 1.3821
H2 -0.5203 -0.6363 2.7307
H3 -2.0097 -1.6892 2.1422
H4 0.3264 1.0584 1.2165

Forces on the atoms, in the same order (eV/Å):
C 2.21 0.55 0.63
O 0.67 -0.65 0.42
C -1.53 -1.09 -1.57
C -1.37 -1.03 1.25
F 0.83 0.93 0.82
F 0.40 0.09 -1.19
H -0.71 1.19 0.77
H -1.37 -1.57 -1.96
H 0.18 0.83 -0.34
H 0.69 0.75 1.17

=====

Here is a 2-piece molecular cluster, C3H4F2O overall in a non-equilibrium geometry from OMol25. Energies are from ωB97M-V/def2-TZVPD.

Computed properties:
**Molecular weight**: 94.060 Da
**HOMO energy (alpha / beta)**: -6.5 / -10.1 eV
**ΔE to the lowest compared entry with this formula, charge and spin**: 26.4 kcal/mol
**Spin multiplicity**: 3
**Total charge**: 0

CARTESIAN COORDINATES (ANGSTROEM)
C1 -1.2134 -0.4338 -0.8113
C2 -1.9880 0.1636 0.0968
C3 2.4671 0.1135 0.4209
O1 2.4583 1.2261 0.8109
F1 -2.4686 1.3710 -0.0366
F2 -2.4497 -0.5088 1.1236
H1 -0.9688 0.2594 -1.5380
H2 3.4360 -0.5044 0.6502
H3 1.5139 -0.3216 -0.0339
H4 -0.7865 -1.3650 -0.6827

Forces on the atoms, in the same order (eV/Å):
C -1.47 2.34 1.77
C 0.85 -2.22 -1.42
C 0.66 -8.58 -2.92
O -0.14 7.75 2.77
F -0.27 0.17 0.57
F -0.50 0.67 0.80
H 0.88 0.69 -1.86
H -1.82 0.66 -0.46
H 1.27 0.19 0.63
H 0.52 -1.66 0.14

=====

Here is a 2-piece molecular cluster, C3H4F3N2 overall in a non-equilibrium geometry from OMol25. Energies are from ωB97M-V/def2-TZVPD.

Computed properties:
**Molecular weight**: 125.073 Da
**HOMO energy (alpha / beta)**: -13.4 / -14.1 eV
**ΔE to the lowest compared entry with this formula, charge and spin**: 98.5 kcal/mol
**Total charge**: +1

CARTESIAN COORDINATES (ANGSTROEM)
C1 -1.0114 -1.7335 -0.2842
C2 -1.0779 0.7368 0.0959
C3 1.9140 -0.2391 0.0460
N1 -1.2326 -0.4305 -0.1555
N2 -0.6101 1.8825 0.2832
F1 1.6005 0.4626 1.1337
F2 1.2294 -1.3264 -0.0949
F3 1.9008 0.5924 -1.0227
H1 -1.2403 -2.2594 0.5646
H2 -0.8495 -2.2848 -1.2181
H3 0.2762 2.0505 -0.3835
H4 -0.8989 2.5489 1.0354

Forces on the atoms, in the same order (eV/Å):
C -0.98 0.35 -1.43
C -1.62 -5.68 -0.48
C 1.85 1.66 0.11
N 0.91 3.63 -0.25
N 2.80 2.91 -1.22
F -0.11 -0.63 -0.40
F 0.21 -0.24 -0.17
F -0.60 -0.91 0.67
H -0.21 -1.45 1.99
H -0.27 0.89 0.13
H -2.29 0.22 2.21
H 0.31 -0.76 -1.15

=====

Here is one molecule with the formula C3H4F3NO in a non-equilibrium geometry from OMol25. Energies are from ωB97M-V/def2-TZVPD.

Computed properties:
**Molecular weight**: 127.065 Da
**HOMO energy (alpha / beta)**: -8.5 / -9.2 eV
**ΔE to the lowest compared entry with this formula, charge and spin**: 100.6 kcal/mol
**Total charge**: 0

CARTESIAN COORDINATES (ANGSTROEM)
C1 -0.1587 0.2458 0.1200
C2 -0.9384 0.8773 -0.9263
C3 1.0545 -0.5533 -0.3537
N1 -0.4366 -0.4653 2.4890
O1 -0.6096 0.1366 1.2912
F1 1.9882 -0.6520 0.6167
F2 0.7625 -1.7963 -0.6492
F3 1.5465 -0.0470 -1.4989
H1 -0.5071 1.5477 -1.6441
H2 -1.7168 1.6747 -0.4759
H3 -1.3475 0.0316 -1.4550
H4 0.3630 -0.9999 2.4862

Forces on the atoms, in the same order (eV/Å):
C 2.58 -0.73 -0.06
C -2.88 2.76 1.01
C -0.05 0.51 0.68
N -2.56 1.88 -0.17
O -1.08 0.38 0.87
F 0.24 0.70 -0.33
F -0.89 -1.70 -0.29
F 0.40 0.48 0.62
H 1.27 -0.18 -0.27
H 1.14 -2.53 -0.71
H -1.01 0.06 -0.57
H 2.84 -1.62 -0.77